Entry from the Open Molecules 2025 dataset: a cluster of 5 separate species, C2H16N2O4 in total at a distorted geometry (ωB97M-V/def2-TZVPD).

Bonds (Å) are listed after each position.
Element x y z (Å)
1 C -1.442 0.171 -1.233  C2 1.543, N4 1.470, H5 1.095, H6 1.094
2 C -1.946 1.247 -0.248  C1 1.543, N3 1.502, H7 1.089, H8 1.087
3 N -0.928 1.393 0.847  C2 1.502, H9 1.014, H10 1.012
4 N 0.022 0.041 -1.226  C1 1.470, H11 1.011, H12 1.019
5 H -1.951 -0.791 -1.116  C1 1.095
6 H -1.729 0.467 -2.246  C1 1.094
7 H -2.032 2.201 -0.765  C2 1.089
8 H -2.894 1.046 0.247  C2 1.087
9 H -1.316 2.057 1.507  N3 1.014
10 H -0.111 1.790 0.401  N3 1.012
11 H 0.388 -0.086 -0.292  N4 1.011
12 H 0.162 -0.847 -1.707  N4 1.019
13 H 1.378 2.401 -2.648  O15 0.959
14 H 1.821 1.400 -1.579  O15 0.963
15 O 1.813 2.339 -1.795  H13 0.959, H14 0.963
16 H 2.606 -1.332 2.222  O18 0.957
17 H 1.204 -1.024 1.527  O18 0.981
18 O 2.178 -1.043 1.416  H16 0.957, H17 0.981
19 H 1.469 -3.708 -0.180  O21 0.968
20 H 1.515 -2.283 -0.010  O21 0.981
21 O 1.599 -2.930 -0.741  H19 0.968, H20 0.981
22 H -1.029 -0.483 1.949  O24 0.971
23 H -0.309 -0.881 3.290  O24 0.960
24 O -0.467 -1.146 2.381  H22 0.971, H23 0.960

Results
spin multiplicity	1
LUMO level	0.48	eV
frontier orbital gap	0.3627	hartree
total energy	-496.2493	a.u.
SMILES	NCCN.O.O.O.O